{"formula": "C4H11N3", "method": "ωB97M-V/def2-TZVPD", "orbital_gap_ev": 8.843, "mol_weight_g_mol": 101.153, "e_homo_ha": -0.3184, "total_energy_ha": -322.9066, "elements": ["C", "C", "C", "N", "C", "N", "N", "H", "H", "H", "H", "H", "H", "H", "H", "H", "H", "H"], "xyz": [[2.1571, 0.6096, 0.1316], [0.6841, 1.2131, 0.2088], [-0.2643, 0.0993, 0.4110], [-1.8304, -1.7730, -0.5729], [-2.3376, -0.7522, 0.3528], [-1.5703, 0.3285, 0.8339], [2.7585, 0.3197, -1.2385], [2.8338, 1.4228, -0.4907], [2.5930, 0.9103, 1.1081], [0.5126, 1.9001, -0.6648], [0.3858, 1.9149, 0.9964], [-0.5361, -0.1122, -0.6532], [0.2002, -0.7727, 0.9422], [-1.5140, -1.5854, 0.6497], [-2.3348, -2.6050, -0.4954], [-3.3933, -0.6124, 0.3577], [2.0688, -0.3898, 0.4998], [2.2436, 0.7838, -2.0333]], "lowdin_charge": [-0.401, -0.186, -0.379, 0.078, -0.293, 0.033, -0.018, 0.145, 0.135, 0.121, 0.102, 0.119, 0.138, 0.140, 0.030, 0.108, 0.084, 0.043]}